Record 1
{"formula": "C3H5NO2S", "method": "wB97M-V/def2-TZVPD", "elements": ["O", "C", "N", "S", "C", "C", "O", "H", "H", "H", "H", "H"], "xyz": [[2.090460, -1.182310, 0.025364], [0.947839, -0.762867, -0.097250], [-0.150243, -1.489726, -0.510320], [-1.671010, -0.715810, -0.368480], [-0.938259, 0.547042, 0.706298], [0.482518, 0.689324, 0.170276], [0.561473, 1.467498, -1.001810], [-0.060142, -2.509181, -0.509148], [-0.941773, 0.212292, 1.728960], [-1.495445, 1.488022, 0.575290], [1.179625, 1.185826, 0.925888], [-0.005046, 1.069891, -1.645066]], "atomic_forces_ev_per_a": [[-1.46, 0.27, -0.20], [0.95, 0.01, 0.11], [0.92, -0.73, 0.16], [-0.21, -0.01, -0.06], [-0.10, 0.67, -0.64], [1.07, 0.49, 1.14], [0.56, 0.33, 0.75], [-0.22, 0.62, -0.03], [-0.03, -0.08, 0.45], [0.17, -0.39, 0.20], [-0.96, -0.79, -0.99], [-0.70, -0.38, -0.89]], "lowdin_charge": [0.071, -0.490, -0.259, 0.898, -0.388, -0.373, -0.002, 0.120, 0.080, 0.098, 0.179, 0.065], "total_energy_ha": -720.72621, "homo_ev": -8.94, "multiplicity": 1, "gap_ha": 0.348, "smiles": "O=C1NSC[C@@H]1O", "de_lowest_kcal_mol": 12.7, "fmax_ev_per_a": 1.641}

=====

Record 2
{"formula": "C3H5NO2S2", "method": "wB97M-V/def2-TZVPD", "elements": ["O", "C", "C", "O", "N", "C", "S", "S", "H", "H", "H", "H", "H"], "xyz": [[1.576174, 1.265122, 2.149235], [0.684284, 2.073415, 1.434895], [0.054099, 1.369248, 0.236770], [1.068550, 0.885547, -0.602787], [0.455336, -0.048364, -1.443155], [-0.411557, -0.892282, -0.790259], [-0.902907, -2.347738, -1.369574], [-0.911557, -0.129528, 0.696159], [1.048991, 0.478709, 2.454324], [-0.145115, 2.481998, 2.039094], [1.297186, 2.931546, 1.054603], [-0.623387, 2.061307, -0.300982], [1.147659, -0.486406, -2.030358]], "atomic_forces_ev_per_a": [[-1.07, -1.16, 0.62], [0.33, 0.79, -0.66], [-0.15, 0.43, 0.09], [0.15, 0.23, 0.11], [-0.42, -0.36, -0.02], [0.08, -0.32, -0.34], [0.14, 0.48, 0.21], [-0.02, 0.06, 0.06], [0.94, 0.90, -0.31], [0.29, -0.09, 0.00], [-0.63, -0.64, 0.24], [0.28, -0.28, 0.11], [0.10, -0.04, -0.11]], "lowdin_charge": [-0.063, -0.276, -0.553, -0.106, -0.051, -1.180, 0.607, 0.986, 0.092, 0.126, 0.145, 0.130, 0.143], "total_energy_ha": -1118.85202, "homo_ev": -8.88, "multiplicity": 1, "gap_ha": 0.332, "smiles": "OC[C@H]1ONC(=S)S1", "de_lowest_kcal_mol": 59.8, "fmax_ev_per_a": 1.697}

=====

Record 3
{"formula": "C3H5NO3", "method": "wB97M-V/def2-TZVPD", "elements": ["N", "C", "O", "C", "O", "C", "O", "H", "H", "H", "H", "H"], "xyz": [[0.742623, -1.727298, 0.021396], [-0.164342, -0.824197, 0.520881], [-0.537107, -0.772818, 1.673217], [-0.822071, -0.019407, -0.591359], [-1.009447, 1.353682, -0.253388], [0.127031, 1.921619, 0.160055], [1.165911, 1.329078, 0.313469], [1.446412, -1.356830, -0.599827], [1.098436, -2.371916, 0.706962], [-0.250474, -0.068963, -1.521402], [-1.807249, -0.460451, -0.756345], [0.010278, 2.997501, 0.326340]], "atomic_forces_ev_per_a": [[0.03, -0.16, 0.21], [-0.19, -0.11, 0.23], [0.06, -0.14, -0.55], [-0.06, -0.03, -0.14], [0.10, 0.08, 0.14], [0.49, -0.09, 0.11], [-0.30, 0.38, -0.24], [-0.17, -0.04, -0.12], [0.17, 0.04, 0.19], [0.00, -0.09, 0.12], [0.04, 0.24, 0.01], [-0.20, -0.07, 0.05]], "lowdin_charge": [0.156, -0.547, 0.087, -0.096, 0.005, -0.318, 0.079, 0.103, 0.106, 0.131, 0.144, 0.151], "total_energy_ha": -397.80618, "homo_ev": -10.10, "multiplicity": 1, "gap_ha": 0.402, "smiles": "NC(=O)COC=O", "de_lowest_kcal_mol": 19.1, "fmax_ev_per_a": 0.569}

=====

Record 4
{"formula": "C3H5NO3", "method": "wB97M-V/def2-TZVPD", "elements": ["N", "C", "O", "C", "O", "C", "O", "H", "H", "H", "H", "H"], "xyz": [[1.046441, 1.480015, 0.538682], [0.716219, 0.223490, 0.689539], [0.012896, -0.351219, 1.564823], [0.908319, -0.612753, -0.594745], [-0.383045, -1.282268, -0.755007], [-1.370984, -0.619157, -0.258729], [-1.561385, 0.648441, -0.359457], [-0.699833, 1.184565, -0.293498], [0.829548, 1.957779, 1.417518], [1.115728, 0.000715, -1.473144], [1.627309, -1.425302, -0.497305], [-2.241213, -1.204306, 0.021324]], "atomic_forces_ev_per_a": [[-0.13, -0.32, 0.23], [-0.04, 0.17, -0.18], [0.11, 0.09, -0.08], [0.16, 0.02, -0.06], [-0.27, 0.08, 0.12], [0.02, 0.07, -0.20], [0.19, -0.23, 0.08], [-0.04, -0.02, -0.04], [0.04, 0.03, -0.08], [-0.03, -0.06, 0.15], [-0.08, 0.13, 0.01], [0.08, 0.03, 0.02]], "lowdin_charge": [0.093, -0.674, -0.022, -0.030, 0.037, -0.185, 0.150, 0.131, 0.059, 0.129, 0.134, 0.178], "total_energy_ha": -397.71707, "homo_ev": -9.30, "multiplicity": 1, "gap_ha": 0.341, "de_lowest_kcal_mol": 75.1, "fmax_ev_per_a": 0.415}